[1]
The following is a DFT calculation (wB97M-V/def2-TZVPD) of an isolated molecule of C18H23ClN2O2.

Structure (ORCA input):
```
! wB97M-V def2-TZVPD RIJCOSX def2/J DEFGRID3
* xyz 0 1
H 2.76 1.58 2.26
C 6.73 -0.85 -0.18
N -1.28 0.58 0.54
H -1.70 -0.38 -1.89
H -4.07 0.71 0.83
H -4.97 -1.53 1.96
H -5.85 -0.98 -2.16
O 0.35 -0.92 0.92
C -5.12 -0.69 -1.41
H -6.39 -0.71 0.31
C -2.31 -0.37 0.15
H 0.29 2.24 -0.81
H -3.69 -1.05 -2.96
C 2.39 1.80 -0.69
C 4.85 0.25 -1.17
H 0.44 1.98 1.99
Cl 8.27 -1.64 -0.35
C -4.47 -1.41 1.00
H 6.51 -0.50 -2.28
H -2.90 0.85 -1.52
C 0.89 1.43 1.16
C 6.07 -0.38 -1.30
C -0.03 0.23 0.86
H -5.15 0.40 -1.34
C 4.95 -0.07 1.21
C -2.62 -0.19 -1.34
C -3.53 -0.21 1.07
N 3.03 1.04 0.25
H -1.53 1.56 0.50
H 2.27 -0.09 1.83
H -3.87 -2.31 0.83
O 2.78 2.07 -1.80
H 6.69 -1.07 1.95
H -1.87 -1.36 0.32
C 2.30 0.95 1.50
C 6.18 -0.70 1.07
C -3.72 -1.11 -1.87
H -3.15 -0.12 2.09
H -3.52 -2.14 -1.59
H 4.54 0.04 2.20
C -5.56 -1.31 -0.08
C 4.27 0.41 0.09
H -5.94 -2.31 -0.26
H 1.22 3.36 0.19
C 1.09 2.30 -0.07
H 4.34 0.62 -2.04
*
```

**Highest occupied orbital energy**: -0.3061 hartree
**SMILES**: O=C(NC1CCCCCC1)[C@@H]1CC(=O)N(c2ccc(Cl)cc2)C1
**Energy**: -1419.94617 Ha
**Energy above the lowest of the compared OMol25 structures with the same formula, charge and spin**: 29.2 kJ/mol
**Frontier orbital gap**: 8.84 eV

Atom charges from the Mulliken analysis, given in e for atoms 1 to 5:
1 H 0.43
2 C 0.39
3 N -0.10
4 H 0.38
5 H 0.36



[2]
The following is a DFT calculation (wB97M-V/def2-TZVPD) of an isolated molecule of C18H23ClN4O2S.

Structure (ORCA input):
```
! wB97M-V def2-TZVPD RIJCOSX def2/J DEFGRID3
* xyz 0 1
C 3.17 1.00 3.01
C 2.49 -0.85 -1.18
N -0.65 -0.59 0.54
H -4.61 0.37 0.05
H -1.73 2.03 -2.50
C 0.57 -1.03 0.48
C 1.25 -1.79 1.57
H 2.03 -2.43 1.17
H 1.07 -0.32 2.99
H -7.01 -0.54 0.09
H 0.49 -2.42 2.05
C -4.25 -0.72 -1.75
O -1.89 -1.17 -3.06
H -6.00 0.47 -2.06
H -5.62 -0.61 -3.41
C -5.65 -0.53 -2.32
S 0.34 0.84 -2.86
H 6.18 -0.72 1.35
C -6.59 -1.59 -1.74
H 4.04 -1.87 1.44
C -5.20 -1.68 0.35
C 4.12 -0.88 1.85
H 6.45 1.53 2.33
C 5.50 1.03 2.36
C 3.01 -0.27 2.45
C -4.26 -0.62 -0.22
H -6.25 -2.58 -2.04
H 2.34 1.49 3.48
H -3.84 -1.69 -2.06
C -2.24 -0.05 -2.81
C 5.34 -0.23 1.81
H -4.83 -2.67 0.10
H -3.25 -0.75 0.16
N 1.79 -0.90 2.58
H -5.22 -1.60 1.44
C -1.42 1.19 -3.13
C 4.40 1.63 2.96
Cl 4.57 3.20 3.67
H -1.51 1.45 -4.18
H -7.27 -2.28 0.18
N -0.91 0.12 -0.57
H 3.23 -0.30 -0.59
H 2.71 -1.91 -1.13
H 2.54 -0.52 -2.21
N 1.17 -0.60 -0.68
C 0.18 0.11 -1.30
C -6.61 -1.51 -0.22
O -3.39 0.31 -2.26
H -7.59 -1.44 -2.14
*
```

**Highest occupied orbital energy**: -0.3031 hartree
**SMILES**: Cn1c(CNc2cccc(Cl)c2)nnc1SCC(=O)OC1CCCCC1
**Energy**: -1927.61511 Ha
**Energy above the lowest of the compared OMol25 structures with the same formula, charge and spin**: 24.1 kJ/mol
**Frontier orbital gap**: 8.80 eV

Atom charges from the Mulliken analysis, given in e for atoms 1 to 5:
1 C -0.77
2 C -0.85
3 N -0.83
4 H 0.28
5 H 0.33



[3]
The following is a DFT calculation (wB97M-V/def2-TZVPD) of a structure of composition C18H23CsN15O2S.

Structure (ORCA input):
```
! wB97M-V def2-TZVPD RIJCOSX def2/J DEFGRID3
* xyz -1 1
C 0.20 -5.19 -0.18
H 5.18 -1.94 -0.79
C 3.44 -1.19 0.18
Cs -1.50 -1.64 -0.99
H -1.55 4.49 1.28
C -1.82 2.32 0.98
C 1.29 -3.26 -0.76
H -2.16 3.03 -1.99
H 6.65 -1.40 3.61
N -0.86 3.92 -0.61
H -0.44 3.13 -2.51
H 1.83 -0.49 1.41
C 1.40 -5.87 -0.04
C 0.56 2.38 0.66
C 3.60 -0.89 2.56
H 3.52 -5.56 -0.22
N -5.36 3.91 -1.59
H 6.52 -2.05 1.30
N -4.11 2.16 -1.28
H 5.33 -0.85 4.47
N 2.50 -3.85 -0.65
N -4.08 -2.31 -0.87
H 1.44 -6.91 0.25
H -1.75 2.27 2.07
H 1.20 3.73 -0.95
C -0.85 1.52 -1.06
H 3.14 -0.62 3.51
H -6.94 0.62 -0.75
N -4.09 -0.95 -0.99
N 5.65 -1.45 3.73
N -5.28 -2.74 -0.64
H 0.05 1.06 -1.46
C -5.39 1.85 -1.14
N -6.19 2.90 -1.35
N 1.17 -1.94 -1.05
C 2.87 -0.82 1.39
C 2.53 -5.12 -0.30
H 1.41 1.79 0.32
O 3.32 -1.53 -2.40
C -1.86 3.78 0.51
N 0.12 -3.92 -0.54
H -0.75 -5.69 -0.01
N -6.13 -1.71 -0.58
N -0.67 1.63 0.39
S 2.48 -1.08 -1.31
O 2.05 0.31 -1.37
H -0.97 4.84 -1.02
H 0.77 4.58 0.55
H -2.83 4.05 0.09
C 4.75 -1.63 0.15
C 5.49 -1.70 1.32
C -5.37 -0.63 -0.81
C 4.92 -1.33 2.54
N -4.14 3.49 -1.59
H -1.72 0.89 -1.25
N -5.93 0.63 -0.79
C -1.12 2.90 -1.69
H -2.72 1.81 0.65
H 0.63 2.54 1.73
C 0.53 3.73 -0.09
*
```

**Highest occupied orbital energy**: -0.1572 hartree
**Energy**: -2089.88104 Ha
**Energy above the lowest of the compared OMol25 structures with the same formula, charge and spin**: 97.0 kJ/mol
**Frontier orbital gap**: 5.96 eV

Atom charges from the Mulliken analysis, given in e for atoms 1 to 5:
1 C -0.25
2 H 0.47
3 C -0.49
4 Cs 1.25
5 H 0.30



[4]
The following is a DFT calculation (wB97M-V/def2-TZVPD) of an isolated molecule of C18H23F2N5O3S.

Structure (ORCA input):
```
! wB97M-V def2-TZVPD RIJCOSX def2/J DEFGRID3
* xyz 0 1
C -1.89 2.65 0.27
N 3.34 -2.55 -2.45
C -2.09 0.54 -1.08
C 3.82 0.80 -3.66
H 0.41 1.25 0.97
H -2.93 0.52 5.81
H -2.14 0.95 -2.09
C 0.07 -0.38 -0.45
C -3.12 0.42 4.74
O -1.95 3.59 -0.47
N 7.30 -0.30 -4.60
H 2.04 -5.17 -1.15
C 2.99 -1.34 -2.65
H -2.62 -0.47 4.37
O 2.38 -3.30 -1.78
H -3.26 3.30 1.73
N 1.29 -0.90 -0.97
C -4.45 1.98 3.97
H 0.66 1.66 -0.74
H -1.59 3.51 2.19
H 7.63 -1.24 -4.42
C -2.35 1.51 2.55
H -0.61 -2.35 0.28
H 5.46 -1.96 -3.40
C -2.91 1.74 3.94
C 6.10 -0.13 -4.21
H -3.11 0.36 -0.71
C 0.04 1.08 -0.05
H -1.28 -1.35 -1.96
H 3.76 -4.72 -1.17
H -1.38 -0.93 1.14
C -2.29 2.79 1.73
N -1.37 1.39 -0.14
F -5.02 -0.31 3.46
S 5.26 1.42 -4.39
H -4.78 2.68 4.73
H -4.93 2.22 3.02
C -4.61 0.54 4.44
H 2.92 -5.08 -2.70
H 2.93 1.40 -3.56
N 5.22 -1.00 -3.60
H -2.98 0.77 2.03
C -1.25 -0.72 -1.08
F -5.45 0.34 5.49
C 1.66 -0.71 -2.26
H -2.32 2.50 4.46
C -0.88 -1.30 0.25
C 3.97 -0.49 -3.30
O 1.00 -0.10 -3.08
H -1.36 1.07 2.63
C 2.82 -4.65 -1.70
H 1.86 -1.50 -0.39
*
```

**Highest occupied orbital energy**: -0.2888 hartree
**SMILES**: [H]/N=c1\[nH]c(/C(=N/OC)C(=O)N[C@]23C[C@H]2CN(C(=O)CCC2CC(F)(F)C2)C3)cs1
**Energy**: -1797.03428 Ha
**Energy above the lowest of the compared OMol25 structures with the same formula, charge and spin**: 94.1 kJ/mol
**Frontier orbital gap**: 8.04 eV

Atom charges from the Mulliken analysis, given in e for atoms 1 to 5:
1 C -0.27
2 N -0.49
3 C -0.83
4 C -0.24
5 H 0.29



[5]
The following is a DFT calculation (wB97M-V/def2-TZVPD) of an isolated molecule of C18H23F2N5O3S.

Structure (ORCA input):
```
! wB97M-V def2-TZVPD RIJCOSX def2/J DEFGRID3
* xyz 0 1
N -5.13 -1.53 -0.31
H -6.14 2.91 -1.19
H 6.20 -2.26 2.04
C 2.97 1.44 0.56
H 5.29 -3.49 2.97
C -2.07 0.65 -0.96
N -6.41 -3.46 0.36
C 2.80 0.03 1.10
C -0.46 2.35 -0.35
H 0.52 4.32 -0.12
H 2.80 -3.84 1.26
H 2.47 2.86 -1.76
C -3.81 -1.14 -0.46
O -1.23 -0.08 -1.44
C 3.95 -2.05 1.93
F 5.61 -3.20 -0.26
C 3.49 -3.09 0.87
N -1.80 1.84 -0.39
H 4.74 -0.67 0.49
C 0.51 1.69 0.61
H -2.57 2.43 -0.11
N -4.54 0.93 -1.21
C 4.92 -3.62 0.84
C -5.42 2.88 -2.01
H 0.34 0.61 0.57
C -5.34 -2.82 0.13
H -1.86 -2.04 -0.21
H 3.13 -2.70 -0.08
H 4.69 -0.04 2.12
H 2.21 -0.56 0.39
H 1.84 1.20 -1.83
C 4.13 -0.64 1.40
H 2.20 0.09 2.01
H -0.17 2.50 -2.56
H 3.32 -2.04 2.83
C 0.30 2.66 -1.60
H 0.38 2.03 1.65
H -5.89 -0.91 -0.54
C -0.20 3.78 -0.72
H -7.24 -2.90 0.17
O 4.03 2.00 0.58
S -3.74 -3.56 0.37
N 1.82 2.13 0.11
O -4.22 2.22 -1.59
H -5.12 3.89 -2.27
C 1.71 2.18 -1.37
H -1.04 4.34 -1.09
C -2.93 -2.11 -0.13
F 5.07 -4.97 0.89
C 5.28 -2.84 2.10
C -3.53 0.22 -0.91
H -5.85 2.38 -2.87
*
```

**Highest occupied orbital energy**: -0.2927 hartree
**SMILES**: [H]/N=c1\[nH]c(/C(=N/OC)C(=O)N[C@]23C[C@H]2CN(C(=O)CCC2CC(F)(F)C2)C3)cs1
**Energy**: -1797.04791 Ha
**Energy above the lowest of the compared OMol25 structures with the same formula, charge and spin**: 58.3 kJ/mol
**Frontier orbital gap**: 7.94 eV

Atom charges from the Mulliken analysis, given in e for atoms 1 to 5:
1 N -0.16
2 H 0.27
3 H 0.34
4 C -0.01
5 H 0.32



[6]
The following is a DFT calculation (wB97M-V/def2-TZVPD) of the ion C18H23FN3O4 with charge +1.

Structure (ORCA input):
```
! wB97M-V def2-TZVPD RIJCOSX def2/J DEFGRID3
* xyz 1 1
N 1.80 -1.63 -1.19
C 1.37 3.84 -0.86
C -0.32 -1.79 1.65
F -1.12 -0.68 1.64
C 2.36 3.67 0.28
H 3.43 -0.55 2.32
H 0.98 1.60 0.63
C -2.84 0.19 -1.57
H -5.09 1.52 -1.26
H 2.84 4.62 0.48
C 1.48 1.93 1.55
H -5.65 0.45 0.02
H 0.78 4.74 -0.73
H -4.96 -2.11 -0.33
C -1.71 -1.90 -1.21
H 1.79 -0.16 2.92
N 0.75 -1.58 0.67
C 2.60 -0.93 -0.30
H -2.81 1.22 -1.90
H 0.70 2.98 -0.94
C 1.94 -0.88 0.87
H 2.87 4.41 -2.00
H -0.58 -3.69 -0.76
H -0.78 -0.12 -1.99
C -2.90 -2.45 -0.74
C -4.04 -1.67 -0.69
H -2.93 -3.48 -0.41
H 1.15 -2.51 3.06
O 4.22 0.93 -2.55
H 0.16 -1.20 3.63
N 3.86 -0.42 -0.61
C 0.68 -2.00 -0.59
C -1.69 -0.58 -1.63
H 2.04 -1.83 -2.15
H -0.91 -2.62 1.27
H -0.55 -2.78 3.53
C 3.99 0.29 -1.61
H 0.82 1.75 2.40
C -5.29 0.48 -1.01
H -0.16 -2.88 -2.29
C 2.46 -0.13 2.07
O 1.75 3.28 1.50
C -0.44 -2.73 -1.25
O 2.05 3.91 -2.11
C -4.04 -0.34 -1.10
C 0.14 -2.11 3.05
H -6.08 0.07 -1.63
O 2.69 1.21 1.72
H 3.14 2.98 -0.03
*
```

**Highest occupied orbital energy**: -0.4408 hartree
**SMILES**: Cc1ccc(Cc2[nH]c(N=C=O)c(COCOCCO)[n+]2[C@@H](C)F)cc1
**Energy**: -1264.55192 Ha
**Frontier orbital gap**: 9.31 eV

Atom charges from the Mulliken analysis, given in e for atoms 1 to 5:
1 N -0.02
2 C -0.01
3 C 0.52
4 F -0.37
5 C -0.44



Number 1: E_LUMO 0.5 eV. Number 2: E_LUMO 0.6 eV. Number 3: E_LUMO 1.7 eV. Number 4: E_LUMO 0.2 eV. Number 5: E_LUMO 0.0 eV. Number 6: E_LUMO -2.7 eV.